*A*
A single C18H19N3O5S molecule. Source: OMol25; level of theory: ωB97M-V/def2-TZVPD.

Positions of all 46 atoms, in Å:
C1 3.2451 -3.0900 0.7303
O1 2.0221 -2.3976 0.8960
C2 2.0302 -1.0573 0.5640
C3 1.6012 -0.1491 1.5175
C4 1.5033 1.1994 1.2236
C5 1.8822 1.6736 -0.0225
C6 1.7993 3.1433 -0.3349
C7 1.1277 3.4317 -1.6894
N1 -0.0497 2.6164 -1.8859
C8 -1.1843 2.8463 -1.1980
O2 -1.3912 3.8366 -0.5356
C9 -2.2226 1.7226 -1.3733
N2 -1.8474 0.5207 -0.6359
C10 -0.9754 -0.3575 -1.2387
O3 -0.4695 -0.1347 -2.3271
N3 -0.7092 -1.5200 -0.5724
C11 -1.1671 -1.7652 0.6935
C12 -0.8983 -2.8845 1.5091
C13 -1.5291 -2.7813 2.7099
S1 -2.4645 -1.3511 2.8788
C14 -2.0042 -0.8465 1.2926
C15 -2.4362 0.3594 0.6364
O4 -3.2251 1.1638 1.0703
C16 2.3109 0.7645 -0.9834
C17 2.3561 -0.5969 -0.7245
O5 2.6679 -1.5444 -1.6606
C18 2.7396 -1.1465 -3.0118
H1 3.0669 -4.0974 1.1034
H2 3.5476 -3.1330 -0.3180
H3 4.0406 -2.6206 1.3176
H4 1.3250 -0.5257 2.4904
H5 1.1388 1.8845 1.9734
H6 2.8008 3.5815 -0.3386
H7 1.2188 3.6335 0.4473
H8 0.8214 4.4805 -1.7130
H9 1.8098 3.2446 -2.5198
H10 0.0641 1.7058 -2.3153
H11 -2.3203 1.4680 -2.4306
H12 -3.1730 2.0672 -0.9611
H13 -0.0276 -2.1414 -0.9877
H14 -0.2553 -3.6941 1.2225
H15 -1.4954 -3.4808 3.5216
H16 2.5937 1.1273 -1.9579
H17 3.5939 -0.4875 -3.1940
H18 1.8126 -0.6550 -3.3208
H19 2.8724 -2.0666 -3.5792

Output
Net charge = 0
Structure (SMILES) = COc1ccc(CCNC(=O)Cn2c(=O)[nH]c3ccsc3c2=O)cc1OC
Kohn-Sham gap = 8.851 eV
HOMO = -8.5 eV
E_LUMO = 0.3 eV
Molar mass = 389.4 g mol⁻¹

For each atom in turn, the Mulliken charge in e is: number 1, C, carries -0.87; number 2, O, carries -0.21; number 3, C, carries 0.03; number 4, C, carries -0.11; number 5, C, carries -0.95; number 6, C, carries 0.40; number 7, C, carries -1.19; number 8, C, carries -1.07; number 9, N, carries -0.02; number 10, C, carries 0.67; number 11, O, carries -0.66; number 12, C, carries -1.24; number 13, N, carries 0.20; number 14, C, carries 0.12; number 15, O, carries -0.72; number 16, N, carries 0.01; number 17, C, carries 0.40; number 18, C, carries -0.76; number 19, C, carries -0.45; number 20, S, carries -0.18; number 21, C, carries 0.30; number 22, C, carries 0.55; number 23, O, carries -0.69; number 24, C, carries -0.38; number 25, C, carries 0.87; number 26, O, carries -0.47; number 27, C, carries -0.91; number 28, H, carries 0.27; number 29, H, carries 0.27; number 30, H, carries 0.29; number 31, H, carries 0.50; number 32, H, carries 0.38; number 33, H, carries 0.44; number 34, H, carries 0.41; number 35, H, carries 0.41; number 36, H, carries 0.44; number 37, H, carries 0.35; number 38, H, carries 0.42; number 39, H, carries 0.50; number 40, H, carries 0.35; number 41, H, carries 0.42; number 42, H, carries 0.51; number 43, H, carries 0.39; number 44, H, carries 0.34; number 45, H, carries 0.32; number 46, H, carries 0.28

=====

*B*
A single C18H19N3O5S molecule. Source: OMol25; level of theory: ωB97M-V/def2-TZVPD.

Positions of all 46 atoms, in Å:
O1 -4.6857 -0.0182 -0.1836
C1 -4.6386 0.4661 0.9352
N1 -3.4359 0.6753 1.5361
N2 -2.2810 0.4171 0.8062
C2 -1.1114 0.9764 1.1954
O2 -1.0398 1.6328 2.2207
C3 0.0518 0.7026 0.3079
C4 1.1083 1.6106 0.3446
C5 2.2241 1.4132 -0.4490
C6 2.2781 0.3005 -1.2657
S1 3.7184 -0.0079 -2.2841
O3 4.6293 1.0949 -2.1621
O4 3.2946 -0.4063 -3.5922
N3 4.3206 -1.3824 -1.5149
C7 4.9658 -1.0789 -0.2538
C8 5.3059 -2.4000 0.4416
O5 6.1150 -3.2150 -0.3699
C9 5.4887 -3.4926 -1.6014
C10 5.1735 -2.2021 -2.3575
C11 1.2466 -0.6186 -1.3037
C12 0.1265 -0.4196 -0.5165
C13 -5.8283 0.8346 1.7366
C14 -7.0171 1.0708 1.0499
C15 -8.1641 1.4187 1.7375
C16 -8.1366 1.5225 3.1186
C17 -6.9618 1.2706 3.8092
C18 -5.8088 0.9290 3.1262
H1 -3.2641 1.2564 2.3475
H2 -2.4939 0.0404 -0.1117
H3 1.0338 2.4624 1.0034
H4 3.0530 2.1035 -0.4528
H5 4.2721 -0.4947 0.3531
H6 5.8800 -0.4918 -0.4188
H7 5.8731 -2.2187 1.3557
H8 4.3698 -2.9254 0.6855
H9 6.1874 -4.1105 -2.1666
H10 4.5560 -4.0498 -1.4289
H11 4.6303 -2.4000 -3.2807
H12 6.1094 -1.6753 -2.5921
H13 1.3370 -1.4720 -1.9561
H14 -0.6698 -1.1480 -0.5284
H15 -7.0176 0.9765 -0.0255
H16 -9.0803 1.6059 1.1980
H17 -9.0316 1.7924 3.6590
H18 -6.9449 1.3383 4.8868
H19 -4.9085 0.7109 3.6810

Output
Net charge = 0
Structure (SMILES) = O=C(NNC(=O)c1ccc(S(=O)(=O)N2CCOCC2)cc1)c1ccccc1
Kohn-Sham gap = 9.010 eV
HOMO = -9.2 eV
E_LUMO = -0.2 eV
Molar mass = 389.4 g mol⁻¹

For each atom in turn, the Mulliken charge in e is: number 1, O, carries -0.70; number 2, C, carries 0.39; number 3, N, carries -0.33; number 4, N, carries -0.25; number 5, C, carries 0.22; number 6, O, carries -0.71; number 7, C, carries 0.81; number 8, C, carries -0.63; number 9, C, carries -0.33; number 10, C, carries -0.07; number 11, S, carries 1.40; number 12, O, carries -0.71; number 13, O, carries -0.74; number 14, N, carries 0.08; number 15, C, carries -0.43; number 16, C, carries -0.72; number 17, O, carries -0.38; number 18, C, carries -0.61; number 19, C, carries -0.55; number 20, C, carries -0.67; number 21, C, carries -0.75; number 22, C, carries 0.56; number 23, C, carries -0.44; number 24, C, carries -0.53; number 25, C, carries -0.35; number 26, C, carries -0.70; number 27, C, carries -0.32; number 28, H, carries 0.42; number 29, H, carries 0.44; number 30, H, carries 0.45; number 31, H, carries 0.52; number 32, H, carries 0.38; number 33, H, carries 0.29; number 34, H, carries 0.35; number 35, H, carries 0.34; number 36, H, carries 0.36; number 37, H, carries 0.33; number 38, H, carries 0.42; number 39, H, carries 0.32; number 40, H, carries 0.45; number 41, H, carries 0.42; number 42, H, carries 0.41; number 43, H, carries 0.39; number 44, H, carries 0.38; number 45, H, carries 0.38; number 46, H, carries 0.40

=====

Short version: *A* is the most stable of them.

=====

*A*
A gas-phase ion, C9H15N2S (charge +1). Source: OMol25; level of theory: ωB97M-V/def2-TZVPD.

Positions of all 27 atoms, in Å:
C1 0.0759 1.6169 -0.1648
C2 1.3424 1.2402 -0.0577
C3 -1.0118 0.7032 -0.5478
C4 1.1124 -1.1798 -0.3790
C5 -1.2997 0.8590 -2.0655
C6 -3.4580 -1.3121 1.3073
C7 3.8110 -0.5165 1.1326
C8 -3.0518 -0.2847 0.2027
C9 3.2784 -0.2543 -0.2987
N1 -1.8032 0.3108 0.3607
N2 1.8110 -0.1038 -0.3148
S1 0.2164 -2.4229 -0.5446
H1 -0.1155 2.6182 0.0405
H2 2.2442 1.7482 0.1584
H3 -0.9838 -0.1051 -2.5718
H4 -0.8881 1.6846 -2.3965
H5 -2.3892 1.0034 -2.2020
H6 -2.7540 -2.1529 1.3575
H7 -3.1737 -0.8079 2.3017
H8 -4.4203 -1.5244 1.0903
H9 3.7788 0.3159 1.6926
H10 3.3125 -1.2703 1.5735
H11 4.7884 -0.7242 1.2224
H12 -3.4134 -0.8146 -0.6475
H13 -3.8683 0.4489 0.3135
H14 3.4689 -1.1575 -0.8868
H15 3.8537 0.5636 -0.5496

Output
Net charge = +1
Kohn-Sham gap = 7.234 eV
HOMO = -12.8 eV
E_LUMO = -5.6 eV
Molar mass = 183.3 g mol⁻¹

For each atom in turn, the Mulliken charge in e is: number 1, C, carries -0.50; number 2, C, carries -0.38; number 3, C, carries 0.41; number 4, C, carries 0.84; number 5, C, carries -1.31; number 6, C, carries -1.28; number 7, C, carries -1.40; number 8, C, carries -0.42; number 9, C, carries -0.68; number 10, N, carries -0.22; number 11, N, carries -0.04; number 12, S, carries -0.11; number 13, H, carries 0.48; number 14, H, carries 0.51; number 15, H, carries 0.20; number 16, H, carries 0.55; number 17, H, carries 0.41; number 18, H, carries 0.28; number 19, H, carries 0.30; number 20, H, carries 0.45; number 21, H, carries 0.45; number 22, H, carries 0.44; number 23, H, carries 0.50; number 24, H, carries 0.40; number 25, H, carries 0.34; number 26, H, carries 0.41; number 27, H, carries 0.37

=====

*B*
A gas-phase ion, C9H15N2S (charge +1). Source: OMol25; level of theory: ωB97M-V/def2-TZVPD.

Positions of all 27 atoms, in Å:
C1 -2.4259 -0.0661 1.5442
C2 -0.8621 -0.1787 1.3796
C3 -0.3302 -1.4723 1.9342
C4 -0.1269 0.9271 2.1638
C5 -0.6112 0.1312 -0.0130
N1 -1.1000 1.0727 -0.7363
N2 0.5293 -0.7981 -0.7590
C6 1.3927 -0.2646 -1.7060
C7 0.8774 0.2712 -2.9294
C8 1.9009 0.6179 -3.7220
S1 3.4465 0.4075 -3.0266
C9 2.7684 -0.2644 -1.5685
H1 -2.6383 0.0490 2.6896
H2 -2.7029 0.7801 0.9952
H3 -2.9247 -1.0189 1.3133
H4 -0.7536 -1.5656 2.9558
H5 -0.5752 -2.3567 1.2450
H6 0.7577 -1.6817 2.1968
H7 -0.2100 0.7142 3.1685
H8 -0.3263 1.9767 2.1377
H9 0.8981 0.8623 1.8653
H10 -1.7308 1.7807 -0.3398
H11 -0.8841 1.1488 -1.7827
H12 0.5906 -1.6844 -0.3266
H13 -0.1584 0.3685 -3.1246
H14 1.8641 0.9054 -4.7544
H15 3.3353 -0.6618 -0.8004

Output
Net charge = +1
Structure (SMILES) = CC(C)(C)C(=[NH2+])Nc1ccsc1
Kohn-Sham gap = 8.426 eV
HOMO = -12.2 eV
E_LUMO = -3.7 eV
Molar mass = 183.3 g mol⁻¹

For each atom in turn, the Mulliken charge in e is: number 1, C, carries -1.40; number 2, C, carries 1.49; number 3, C, carries -1.81; number 4, C, carries -1.68; number 5, C, carries 0.40; number 6, N, carries -0.18; number 7, N, carries -0.14; number 8, C, carries 0.65; number 9, C, carries -0.83; number 10, C, carries -0.53; number 11, S, carries -0.06; number 12, C, carries -0.69; number 13, H, carries 0.35; number 14, H, carries 0.37; number 15, H, carries 0.37; number 16, H, carries 0.41; number 17, H, carries 0.45; number 18, H, carries 0.33; number 19, H, carries 0.48; number 20, H, carries 0.38; number 21, H, carries 0.46; number 22, H, carries 0.29; number 23, H, carries 0.11; number 24, H, carries 0.26; number 25, H, carries 0.58; number 26, H, carries 0.43; number 27, H, carries 0.48

=====

Short version: *B* is the most stable of them.

=====

*A*
A single C8H7NO2 molecule. Source: OMol25; level of theory: ωB97M-V/def2-TZVPD.

Positions of all 18 atoms, in Å:
C1 3.0538 1.7890 -0.9931
C2 1.8169 0.9477 -0.5210
C3 1.8436 0.4538 0.7013
C4 0.7900 -0.2559 1.2973
C5 -0.3345 -0.3616 0.5497
C6 -1.5850 -0.9270 0.9597
O1 -2.2259 -1.3884 1.9129
N1 -2.3419 -0.7558 -0.1473
O2 -1.5959 -0.4091 -1.2953
C7 -0.3754 0.0229 -0.7891
C8 0.7348 0.6562 -1.4237
H1 3.2406 2.5746 -0.3106
H2 2.8201 2.0783 -2.0575
H3 4.0081 1.1625 -0.9908
H4 2.7305 0.6941 1.3591
H5 0.6719 -0.5654 2.2682
H6 -3.0259 -1.3963 -0.4210
H7 0.8569 1.1707 -2.4437

Output
Net charge = 0
Structure (SMILES) = Cc1ccc2c(=O)[nH]oc2c1
Kohn-Sham gap = 9.309 eV
HOMO = -9.0 eV
E_LUMO = 0.3 eV
Molar mass = 149.1 g mol⁻¹

For each atom in turn, the Mulliken charge in e is: number 1, C, carries -1.27; number 2, C, carries 1.08; number 3, C, carries -0.32; number 4, C, carries -0.85; number 5, C, carries 0.70; number 6, C, carries 0.27; number 7, O, carries -0.69; number 8, N, carries -0.05; number 9, O, carries -0.38; number 10, C, carries 0.20; number 11, C, carries -0.90; number 12, H, carries 0.35; number 13, H, carries 0.30; number 14, H, carries 0.29; number 15, H, carries 0.29; number 16, H, carries 0.53; number 17, H, carries 0.24; number 18, H, carries 0.21

=====

*B*
A single C8H7NO2 molecule. Source: OMol25; level of theory: ωB97M-V/def2-TZVPD.

Positions of all 18 atoms, in Å:
C1 -1.5408 -2.0286 -0.5840
C2 -0.3065 -1.5676 -0.3620
C3 0.0682 -0.1450 -0.8034
O1 -0.1000 -0.1648 -2.2444
C4 -0.7290 0.9531 0.0152
C5 0.2720 1.3826 1.0527
C6 0.0483 2.2270 2.1669
N1 0.0874 2.8438 3.2082
C7 1.5088 0.8663 0.9301
C8 1.4725 0.0706 -0.2784
O2 2.4251 -0.3897 -0.9285
H1 -1.7639 -3.0813 -0.1922
H2 -2.3085 -1.3981 -1.0337
H3 0.4277 -2.1598 0.2050
H4 0.5275 -0.8121 -2.5700
H5 -1.0866 1.8178 -0.6478
H6 -1.4652 0.4614 0.6326
H7 2.4630 1.1245 1.4338

Output
Net charge = 0
Structure (SMILES) = C=C[C@@]1(O)CC(C#N)=CC1=O
Kohn-Sham gap = 8.934 eV
HOMO = -10.1 eV
E_LUMO = -1.1 eV
Molar mass = 149.1 g mol⁻¹

For each atom in turn, the Mulliken charge in e is: number 1, C, carries -0.72; number 2, C, carries -0.66; number 3, C, carries 1.16; number 4, O, carries -0.56; number 5, C, carries -0.70; number 6, C, carries 0.50; number 7, C, carries 0.06; number 8, N, carries -0.47; number 9, C, carries -0.66; number 10, C, carries 0.25; number 11, O, carries -0.61; number 12, H, carries 0.26; number 13, H, carries 0.31; number 14, H, carries 0.31; number 15, H, carries 0.37; number 16, H, carries 0.34; number 17, H, carries 0.38; number 18, H, carries 0.44

=====

Short version: *A* is the most stable of them.